Entry 1:
DFT (wB97M-V/def2-TZVPD) results for an isolated ion of composition C13H18N and charge +1 in a non-equilibrium geometry.

The geometry in XYZ format:
```
32
C13H18N wB97M-V/def2-TZVPD
C -3.51858 0.70190 -0.89309
C -3.07765 0.86348 0.39113
C -2.65581 0.20094 -1.83873
C -1.83236 0.34881 0.80126
C -1.36326 -0.21078 -1.54405
C -0.93765 -0.13587 -0.21303
C 1.34655 2.62384 -1.45898
C 1.07587 1.93726 -0.34856
C 0.54410 -1.76314 1.12287
C 0.40852 -0.52921 0.20270
C -0.69712 -2.49321 1.70935
C 2.28024 0.77149 1.59356
C 1.77295 0.70166 0.20391
N 0.74550 -1.86800 -0.40498
H -4.45012 1.23301 -1.16340
H -3.77512 1.39227 1.10437
H -3.00546 0.11172 -2.84021
H -1.45150 0.67612 1.81537
H -0.70450 -0.43198 -2.31023
H 0.72574 3.43855 -1.65812
H 2.38226 2.66946 -1.79763
H 0.10816 2.01173 0.11932
H 1.39114 -2.09734 1.63563
H -0.44310 -3.02399 2.60663
H -0.93307 -3.17514 1.00651
H -1.38892 -1.69318 1.84491
H 1.45528 1.05545 2.27929
H 2.88426 -0.01732 2.05913
H 2.97678 1.65036 1.70621
H 2.51770 0.24452 -0.43276
H 1.62613 -2.11730 -0.87912
H 0.06939 -2.37937 -0.96365
```

Summary:
Total charge: +1
Frontier orbital gap (eV): 9.903
ΔE to the lowest compared entry with this formula, charge and spin (eV): 3.957
Electronic energy (hartree): -560.54708
LUMO (eV): -2.850
Max |F| (eV/A): 3.80
HOMO (eV): -12.75
SMILES: C=C[C@@H](C)[C@@]1(c2ccccc2)[NH2+][C@@H]1C

=====

Entry 2:
DFT (wB97M-V/def2-TZVPD) results for C13H18N2O2S as an isolated structure in a non-equilibrium geometry.

The geometry in XYZ format:
```
36
C13H18N2O2S wB97M-V/def2-TZVPD
N -1.73831 -0.55656 -1.90586
C -0.96617 -1.47038 -1.24866
O 0.03708 -1.92666 -1.68900
C -1.65265 -1.87752 0.08643
C -0.60394 -1.90069 1.04572
H 0.18436 -2.40049 0.95878
H -1.11665 -2.26462 2.29257
C -0.23001 -0.23214 1.28154
N -1.23070 0.65920 0.71044
C -0.88168 1.59206 -0.07148
O -1.88318 2.36035 -0.67939
C 0.40594 2.22253 -0.29241
H 1.02913 1.91726 0.66736
H 0.45378 3.25682 -0.46470
C 1.31758 1.32137 -1.37065
C 2.41062 0.56322 -0.51653
C 2.67040 -0.91846 -0.63820
S 4.02949 -1.33448 0.18381
C 4.57636 0.44968 0.44293
C 3.52118 1.27236 0.16845
H 3.57429 2.28488 0.10054
H 5.25389 0.63553 1.20928
H 1.97636 -1.36098 -1.09078
H 1.65108 2.08609 -1.81438
H 0.68599 0.79554 -2.00553
C -2.46684 0.32001 1.11547
C -2.94223 -1.25838 0.54867
H -3.61278 -0.80868 -0.31288
H -3.54218 -1.68580 1.43640
H -2.60064 0.24658 2.28875
H -3.17458 1.20635 0.68787
H -0.16018 -0.06117 2.35138
H 0.79398 -0.04794 0.96594
H -1.98410 -3.03402 -0.01259
H -2.45152 0.05552 -1.59030
H -1.33320 -0.10637 -2.83901
```

Summary:
Total charge: 0
Frontier orbital gap (eV): 8.905
ΔE to the lowest compared entry with this formula, charge and spin (eV): 8.536
Electronic energy (hartree): -1164.06786
LUMO (eV): 0.588
Max |F| (eV/A): 12.47
HOMO (eV): -8.32

=====

Entry 3:
DFT (wB97M-V/def2-TZVPD) results for one molecule with the formula C13H18N2O3 in a non-equilibrium geometry.

The geometry in XYZ format:
```
36
C13H18N2O3 wB97M-V/def2-TZVPD
C -5.36744 -1.98247 0.22521
H -4.92378 -2.40086 1.09376
O -4.88707 -0.54390 -0.03450
C -3.66148 -0.36088 -0.03843
C -3.38461 0.84214 -0.33041
C -2.15465 1.37819 -0.14168
C -1.13255 0.42778 0.13537
C -1.39441 -0.76703 -0.01039
C -2.73209 -1.21576 0.03255
H -2.83202 -2.34066 0.24024
H -0.62325 -1.29463 0.23437
C 0.27128 1.05571 -0.14226
N 1.15538 -0.05689 -0.74878
N 2.45154 0.25213 -0.89009
C 2.94388 -1.16121 -1.40342
H 2.07325 -1.76609 -1.57812
H 3.78679 -1.17803 -1.96138
C 3.47832 -1.88722 0.05684
H 4.10111 -2.67280 -0.33962
O 4.47866 -0.99517 0.71198
C 3.95894 0.22306 0.85702
H 4.72145 0.86569 1.55180
C 3.45855 1.07716 -0.22927
H 3.02908 1.99824 0.15038
H 4.27224 1.24536 -1.25609
H 3.28411 0.13930 1.68295
H 2.70192 -2.20350 0.68076
C 0.77306 2.40205 0.64261
H -0.21031 2.58749 1.31365
H 1.55906 2.02539 1.47786
H 1.07629 3.11424 -0.08049
O -1.86427 2.76172 -0.52312
H -2.63070 3.29734 -0.52795
H -4.24806 1.58993 -0.32876
H -5.06294 -2.66527 -0.67285
H -6.46526 -1.79052 0.15024
```

Summary:
Total charge: 0
Frontier orbital gap (eV): 7.530
ΔE to the lowest compared entry with this formula, charge and spin (eV): 13.023
Electronic energy (hartree): -840.97395
LUMO (eV): 0.794
Max |F| (eV/A): 14.04
HOMO (eV): -6.74
SMILES: COc1ccc(/C(C)=N/N2CCOCC2)c(O)c1

=====

Entry 4:
DFT (wB97M-V/def2-TZVPD) results for C13H18N2Pb as an isolated structure in a non-equilibrium geometry.

The geometry in XYZ format:
```
34
C13H18N2Pb wB97M-V/def2-TZVPD
C -0.51498 1.45620 -2.35347
C 0.88177 1.76133 -2.24191
C 1.06267 2.58570 -1.08638
C -0.22366 2.79930 -0.48930
C -1.19793 2.09854 -1.27187
Pb -0.22150 -1.20140 -0.13828
N -3.10415 0.12836 0.98257
C 0.28156 -3.12082 -0.79706
C 1.67685 -2.89322 -1.12640
H 1.99476 3.01096 -0.75110
H 1.65250 1.45275 -2.93133
H -0.43264 3.40455 0.38208
H -2.26028 2.08629 -1.09865
H -0.98316 0.89764 -3.15650
H 1.94328 -2.91748 -2.18709
H 0.17141 -3.80527 -0.03009
H -2.91774 -0.85163 0.59681
H 2.42418 -3.44076 -0.56097
H -0.25678 -3.39069 -1.64520
C 2.21000 -0.06047 3.12438
C 0.77106 0.09902 3.40738
C 0.20830 0.50584 4.64804
C -1.17494 0.62279 4.43324
C -1.43018 0.29206 3.06254
C -2.82123 0.34888 2.43527
N -0.24388 -0.07216 2.48502
H 2.44504 -1.02968 2.66553
H 2.76119 -0.00186 4.07143
H 2.60221 0.74278 2.48205
H 0.80072 0.67649 5.53832
H -1.92550 0.91892 5.14213
H -3.41764 -0.43446 2.87507
H -3.20342 1.37577 2.68477
H -2.24491 0.66222 0.69745
```

Summary:
Total charge: 0
Frontier orbital gap (alpha / beta) (eV): 4.606 / 3.881
ΔE to the lowest compared entry with this formula, charge and spin (eV): 0.000
Electronic energy (hartree): -808.22050
LUMO (alpha / beta) (eV): -1.569 / -2.330
Max |F| (eV/A): 5.06
HOMO (alpha / beta) (eV): -6.18 / -6.21

=====

Entry 5:
DFT (wB97M-V/def2-TZVPD) results for C13H18N3O2S2SeSiZn as an isolated structure in a non-equilibrium geometry.

The geometry in XYZ format:
```
41
C13H18N3O2S2SeSiZn wB97M-V/def2-TZVPD
Zn -1.69874 -0.41439 -1.25634
C 3.51540 1.15478 1.16094
Si 2.76379 -0.35182 2.02268
C 3.31684 -0.23003 3.84581
C 3.55182 -1.94467 1.37106
C 0.89388 -0.37047 2.02461
C 0.15534 -0.32013 3.19397
C -1.23865 -0.32090 3.16076
C -1.85350 -0.35201 1.92702
N -1.18443 -0.39116 0.78074
C 0.17467 -0.40614 0.78995
S 0.94679 -0.44498 -0.72815
H 4.60509 1.16530 1.26202
H 3.12220 2.08663 1.57425
H 3.25844 1.12281 0.10269
H 4.40931 -0.22773 3.89893
H 2.95687 -1.07727 4.43601
H 2.95942 0.68755 4.32148
H 4.63887 -1.93356 1.50162
H 3.31938 -2.04420 0.31291
H 3.15073 -2.82104 1.88639
H 0.66509 -0.28219 4.15251
H -1.82187 -0.28880 4.07167
H -2.93507 -0.33681 1.83656
N -1.48864 -0.31234 -3.55410
C -1.20028 0.98061 -4.17445
C -2.12339 2.05404 -3.60243
C -1.63932 2.51998 -2.20372
O -1.34656 3.71857 -2.08293
O -1.56466 1.62701 -1.30812
H -0.81477 -1.02247 -3.80932
H -2.40759 -0.64694 -3.82330
H -1.29590 0.94384 -5.27126
H -0.16284 1.23907 -3.94711
H -3.13611 1.64884 -3.50790
H -2.14931 2.92654 -4.25452
Se -6.71955 -0.29830 -1.12367
C -4.95420 -0.31863 -1.21744
N -3.79368 -0.34022 -1.28619
S -1.28942 -3.90557 -0.93917
C -1.58547 -2.47282 -1.54441
```

Summary:
Total charge: -2
Frontier orbital gap (alpha / beta) (eV): 4.448 / 6.495
ΔE to the lowest compared entry with this formula, charge and spin (eV): 0.101
Expectation value of S²: 0.756
Electronic energy (hartree): -6087.67027
LUMO (alpha / beta) (eV): 4.622 / 4.620
Max |F| (eV/A): 1.25
2S+1: 2
HOMO (alpha / beta) (eV): 0.17 / -1.88

=====

Entry 6:
DFT (wB97M-V/def2-TZVPD) results for C13H18N4O2PtS as an isolated structure in a non-equilibrium geometry.

The geometry in XYZ format:
```
39
C13H18N4O2PtS wB97M-V/def2-TZVPD
Pt -0.39279 0.01118 -1.52492
N -3.60044 2.51565 -2.90155
C -2.49913 1.91077 -2.37548
S -2.51589 0.17155 -2.28850
N -1.53685 2.67378 -1.95357
N -0.42938 1.95273 -1.49817
C 0.40191 2.63468 -0.78395
C 1.64430 2.15329 -0.21529
C 2.30695 2.98308 0.69670
C 3.49405 2.60062 1.28535
C 4.04604 1.36516 0.93741
C 3.42504 0.52917 0.03375
C 2.20249 0.88810 -0.56105
O 1.64715 0.10032 -1.44258
H -4.43991 1.97700 -3.00379
H -3.67966 3.51146 -2.79275
H 0.12203 3.66992 -0.61304
H 1.86543 3.94343 0.94012
H 3.99083 3.24617 1.99630
H 4.98436 1.05537 1.38254
H 3.85888 -0.42185 -0.24513
C -1.07282 -1.42647 4.17748
C -0.20955 -0.40561 3.43644
C -0.11026 -0.70295 2.00750
N -0.03515 -0.91255 0.88079
H -1.08487 -1.19669 5.24168
H -0.68064 -2.43389 4.04713
H -2.09740 -1.40831 3.80920
H 0.80517 -0.38487 3.83682
H -0.61588 0.60179 3.53808
C -1.12534 -4.38337 -1.70432
C -1.43755 -2.90634 -1.65211
O -0.22715 -2.12827 -1.76629
H -2.03967 -4.96134 -1.56634
H -0.41959 -4.65558 -0.92021
H -0.69728 -4.66538 -2.66863
H -1.86531 -2.61861 -0.69428
H -2.13960 -2.61289 -2.43536
H 0.15750 -2.27029 -2.63997
```

Summary:
Total charge: 0
Frontier orbital gap (eV): 7.628
ΔE to the lowest compared entry with this formula, charge and spin (eV): 0.779
Electronic energy (hartree): -1393.17183
LUMO (eV): 0.519
Max |F| (eV/A): 2.06
HOMO (eV): -7.11

=====

Question: What is the formula in the third record?
Answer: C13H18N2O3